47
Properties=species:S:1:pos:R:3:forces:R:3:lowdin_spin:R:1 method="wB97M-V/def2-TZVPD" spin_multiplicity=7 e_homo_ev="-15.3 / -15.3" lumo_energy_ev="-8.5991 / -6.8618" charge=+2 s_squared=12.10
C 2.1202 -2.6240 -2.3207 -0.0844 -0.0434 -0.1156 0.000
H 1.6355 -3.5968 -2.2233 0.1834 0.0143 0.0921 0.000
H 3.1727 -2.7745 -2.5246 0.2523 -0.1407 -0.0098 0.000
H 1.7130 -2.1578 -3.2083 -0.2561 0.2370 -0.0951 0.000
C 1.9671 -1.7949 -1.0526 0.0822 0.3057 0.4802 0.002
H 1.9511 -0.7147 -1.2813 0.2565 -0.1419 -0.0830 0.000
H 0.9753 -1.9958 -0.6233 -0.3009 -0.2812 0.1771 0.002
C 3.0619 -2.0938 -0.0051 -0.2577 0.1061 0.3617 0.000
H 2.7701 -1.7449 1.0152 0.2750 -0.0764 -0.5410 0.000
H 3.2453 -3.1773 0.0881 -0.1077 0.4284 -0.1167 0.000
H 4.0096 -1.6046 -0.2826 -0.3568 -0.2308 0.1316 0.000
C -0.4513 2.6074 0.9548 0.5903 0.3214 -0.7623 -0.039
C 0.9428 2.3973 1.2739 0.0840 0.9460 -1.1444 -0.030
C 1.6200 2.0464 0.0604 -0.4075 0.8398 0.0196 -0.005
C 0.6560 1.9826 -0.9882 -0.1146 1.2607 0.3085 -0.006
C -0.6176 2.3413 -0.4487 0.7835 0.9873 -0.1248 -0.009
C -1.8767 2.4717 -1.2380 -0.3215 -0.0058 -0.1520 0.000
C 0.9428 1.6953 -2.4208 0.1074 -0.2769 -0.5737 -0.002
C 3.0786 1.8102 -0.1167 0.5753 -0.2840 0.0211 0.000
C 1.5273 2.3393 2.6413 0.3374 0.1177 0.3083 0.000
C -1.5591 2.8792 1.9153 -0.2767 0.1393 0.3153 -0.001
Tb -0.0332 0.3552 0.7461 -0.0946 -4.0628 0.5258 6.090
H 0.0372 1.3828 -2.9480 0.1802 -0.0104 0.0000 0.000
H 1.3444 2.5576 -2.9769 -0.1443 -0.1121 0.4011 -0.001
H 1.6828 0.8956 -2.5297 -0.0743 0.1337 -0.0640 0.000
H -1.7090 2.1984 -2.2844 -0.1422 0.0278 0.2519 0.000
H -2.6840 1.8445 -0.8394 -0.0415 0.1102 -0.1005 0.000
H -2.2390 3.5082 -1.2326 0.0751 -0.2241 0.0823 0.000
H -1.2892 2.5965 2.9419 -0.0933 0.1503 -0.1954 0.000
H -1.7770 3.9561 1.9112 -0.0696 -0.2374 0.1085 -0.001
H -2.4874 2.3502 1.6435 0.2490 0.2421 0.0587 0.000
H 2.5599 1.9642 2.6135 -0.3370 0.1567 0.0933 0.000
H 1.5483 3.3429 3.0909 -0.0528 -0.3411 0.0380 -0.001
H 0.9464 1.6855 3.3155 0.0898 0.1820 0.0336 0.000
H 3.2755 0.9604 -0.7792 0.0101 0.1216 0.0547 0.000
H 3.6014 2.6715 -0.5596 -0.3415 -0.1197 0.1240 0.000
H 3.5719 1.6021 0.8343 0.0387 0.0154 -0.0840 0.000
C -4.0706 -1.5264 2.1115 -0.3860 0.0212 -0.0295 0.000
S -2.3865 -1.8243 2.6581 0.2631 0.3330 -1.1057 0.002
C -2.1173 -3.3123 1.6694 -0.0714 -0.4990 -0.1216 0.000
O -1.5145 -0.7551 1.8918 -0.6887 -0.6830 0.4155 0.001
H -4.7003 -2.0095 2.8651 -0.0510 0.1274 -0.0940 0.000
H -4.2721 -1.9696 1.1281 0.2153 0.1620 0.3011 0.000
H -4.2860 -0.4552 2.0731 0.1757 -0.1378 0.3063 0.000
H -2.8028 -3.3105 0.8065 0.4185 0.0184 0.3543 0.000
H -1.0738 -3.3266 1.3246 -0.2852 0.0068 0.3318 0.000
H -2.3176 -4.2016 2.2912 0.1141 0.3961 -0.1834 0.000

8
Properties=species:S:1:pos:R:3:forces:R:3:nbo_charge:R:1 method="wB97M-V/def2-TZVPD" e_homo_ev=-7.8 lumo_energy_ev=-0.4092 smiles=SC#S#S#CS
C -1.7877 -0.4234 0.3131 -0.2433 0.9481 1.0836 -0.575
C 0.8803 0.4779 0.9823 -0.0433 0.0341 0.5553 -0.571
S -2.0756 0.3360 1.6376 0.2229 -0.7164 -1.0545 0.413
S 0.2105 0.9933 2.3719 0.0977 -0.2121 -0.5661 0.090
S -1.7844 -1.1591 -1.1324 0.0070 -0.0485 -0.0357 0.293
S 2.5204 0.4839 0.6323 -0.1883 -0.0189 -0.1402 0.182
H -3.1217 -1.3271 -1.3754 0.1830 -0.0027 0.1259 0.093
H 3.1176 1.0193 1.7278 -0.0356 0.0163 0.0317 0.076

In order of appearance, maximum force = 4.1; 1.5 eV/Å.
In order of appearance, relative energy (zero: lowest compared OMol25 entry of this formula, charge and spin) = 2.453; 2.964 eV.